No. 1
This record from the OMol25 dataset describes C8H17FeOP2 as an isolated structure. The level of theory is ωB97M-V with the def2-TZVPD basis set.

Cartesian coordinates (Å):
1 C 1.26096 1.73060 -2.08175
2 C 2.49471 1.14512 -2.50923
3 C 2.14629 0.14676 -3.47434
4 C 0.72808 0.03823 -3.58584
5 C 0.18532 1.04607 -2.75640
6 Fe -1.06408 1.16067 0.22502
7 P -0.83992 3.39975 0.78747
8 H 1.14464 2.61976 -1.45729
9 H 3.47135 1.32659 -2.08694
10 H 2.87730 -0.49625 -4.04971
11 H -0.86432 1.40857 -2.70692
12 H 0.19902 -0.73572 -4.13300
13 H -1.86878 4.34569 0.54786
14 H 0.25587 4.29252 0.58545
15 H -0.91765 3.55050 2.19926
16 C -0.85263 -0.47731 2.73341
17 P -0.43964 -1.47136 1.28626
18 C 0.70863 -2.71511 1.89618
19 C -1.94347 -2.35650 0.86066
20 O 0.06637 -0.55927 0.19234
21 H -1.67069 0.21733 2.48845
22 H 0.02497 0.10709 3.02735
23 H -1.15492 -1.13816 3.54903
24 H 0.26769 -3.23603 2.76943
25 H 0.93556 -3.47033 1.14612
26 H 1.64788 -2.27120 2.21896
27 H -2.72076 -1.64397 0.56879
28 H -1.77727 -3.03404 0.02612
29 H -2.30052 -2.93001 1.73328

- HOMO-LUMO gap (alpha / beta): 4.8 / 4.9 eV
- ⟨S²⟩: 8.83
- Relative energy (zero: lowest compared OMol25 entry of this formula, charge and spin): 29.68 kcal/mol
- Spin multiplicity: 6

No. 2
This record from the OMol25 dataset describes an isolated ion of composition C8H17IN and charge +1. The level of theory is ωB97M-V with the def2-TZVPD basis set.

Cartesian coordinates (Å):
1 C 1.60133 1.06374 0.88956
2 C 1.33841 -0.31706 0.22215
3 C 0.00856 -0.06127 -0.73322
4 C 0.47701 1.43832 1.74936
5 C 2.50772 -0.76308 -0.61526
6 C -0.34227 -1.17117 -1.74132
7 C -1.58222 -0.98556 0.77675
8 C -2.19307 1.06086 -0.22965
9 N -1.10575 0.17158 0.09561
10 I -0.51549 3.14312 2.02666
11 H 2.48950 0.88692 1.49248
12 H 1.89618 1.73314 0.10715
13 H 0.99387 -0.90407 1.17408
14 H 0.06990 0.83292 -1.46692
15 H 0.07144 0.61348 2.27609
16 H 3.50380 -0.47528 -0.12921
17 H 2.47983 -0.27791 -1.60737
18 H 2.43670 -1.85269 -0.70300
19 H -0.68066 -2.13928 -1.19267
20 H 0.45391 -1.33744 -2.37712
21 H -1.19276 -0.76488 -2.28746
22 H -2.52613 -1.33285 0.33105
23 H -0.90193 -1.80103 0.82199
24 H -1.94323 -0.65089 1.76119
25 H -1.74169 2.16859 -0.35609
26 H -2.85084 0.65620 -1.02826
27 H -2.75211 1.06561 0.74344

- Net charge: +1
- HOMO-LUMO gap: 7.0 eV
- Relative energy (zero: lowest compared OMol25 entry of this formula, charge and spin): 33.21 kcal/mol

No. 3
This record from the OMol25 dataset describes a 2-piece molecular cluster, C8H17IN2 overall. The level of theory is ωB97M-V with the def2-TZVPD basis set.

Cartesian coordinates (Å):
1 C 2.38528 -1.02436 -1.08002
2 C 1.20410 -2.69900 0.43425
3 C 0.84316 1.72029 -0.82871
4 C -0.64858 1.62577 1.20335
5 C 0.43182 -0.32792 0.63491
6 C 1.06932 -1.41543 -0.33118
7 C -1.28730 0.64958 -0.99951
8 C -0.17991 0.86769 -0.09698
9 N -4.30349 1.14046 0.84654
10 N -4.05535 2.25511 0.72793
11 I -2.71737 -0.85747 -0.54435
12 H 2.91299 -1.82526 -1.44933
13 H 3.03423 -0.55621 -0.38448
14 H 1.96251 -0.44921 -1.90887
15 H 1.58697 -2.66008 1.53849
16 H 1.88721 -3.49791 -0.11270
17 H 0.25687 -3.21215 0.51242
18 H 0.77856 1.56117 -1.90877
19 H 0.74420 2.77432 -0.65938
20 H 1.85348 1.42048 -0.54154
21 H -1.44630 1.17467 1.81972
22 H -1.04854 2.62160 0.97314
23 H 0.11007 1.56099 1.87108
24 H 1.15655 0.01719 1.33609
25 H -0.38649 -0.89459 1.09227
26 H 0.27647 -1.49637 -1.15338
27 H -1.19081 0.79061 -2.01496
28 H -5.22965 0.73605 1.02395

- HOMO-LUMO gap (alpha / beta): 7.4 / 8.1 eV
- Relative energy (zero: lowest compared OMol25 entry of this formula, charge and spin): 97.19 kcal/mol

No. 4
This record from the OMol25 dataset describes a 2-piece molecular cluster, C8H17IN4 overall. The level of theory is ωB97M-V with the def2-TZVPD basis set.

Cartesian coordinates (Å):
1 C 2.54078 0.54302 -0.94228
2 C 3.29553 -0.53625 -0.56052
3 C 1.09928 -1.06307 -0.49567
4 C -1.61916 -3.32092 1.09367
5 C -0.14056 -1.85919 -0.48044
6 C -0.37796 -2.37218 0.91378
7 C -0.83755 3.00995 -0.44934
8 C -1.63326 2.40228 0.59256
9 N 1.16858 0.21417 -0.86004
10 N 2.39421 -1.55613 -0.33374
11 N -1.44801 2.80961 1.85890
12 N -0.66178 2.20824 -1.60922
13 I 5.37461 -0.85894 -0.39045
14 H 2.75937 1.57618 -1.21935
15 H -1.65346 -3.80660 2.03249
16 H -2.64705 -3.12997 0.93040
17 H -1.48943 -4.11999 0.43533
18 H -0.94796 -1.16677 -0.74567
19 H -0.16727 -2.72156 -1.26328
20 H 0.46571 -2.93236 1.19612
21 H -0.41461 -1.51504 1.60320
22 H -1.31902 4.03250 -0.68350
23 H 0.16868 3.22787 -0.06611
24 H -2.07817 1.40268 0.33243
25 H 2.62362 -2.44237 0.14791
26 H -0.68139 3.48188 2.04499
27 H -2.24596 2.64206 2.48634
28 H -0.31226 2.93880 -2.29943
29 H -1.61760 2.01018 -2.05002
30 H 0.40207 0.90191 -1.21906

- Net charge: +2
- HOMO-LUMO gap: 6.0 eV
- Relative energy (zero: lowest compared OMol25 entry of this formula, charge and spin): 9.00 kcal/mol

No. 5
This record from the OMol25 dataset describes a 2-piece molecular cluster, C8H17N2 overall. The level of theory is ωB97M-V with the def2-TZVPD basis set.

Cartesian coordinates (Å):
1 C -1.76033 0.11137 1.62991
2 C -0.30324 -1.51131 0.78801
3 C -0.61433 -0.43797 -0.30530
4 C -0.80143 -2.86329 0.39613
5 C 0.02893 1.82767 -1.72574
6 C 2.11998 0.44255 -1.17725
7 C 1.14524 1.57763 0.66281
8 C 0.93135 1.05748 -0.73573
9 N -1.06791 -0.90921 2.00042
10 N -1.72730 0.27415 0.27053
11 H -2.53199 0.67611 2.17053
12 H 0.82088 -1.55154 1.02453
13 H -0.71921 -0.87390 -1.36220
14 H -1.80768 -2.79193 -0.00671
15 H -0.84692 -3.66827 1.17978
16 H -0.11899 -3.13681 -0.49906
17 H -0.45431 1.23169 -2.49768
18 H 0.62333 2.61316 -2.16361
19 H -0.64762 2.27141 -1.02399
20 H 2.77019 1.16978 -1.60287
21 H 2.63218 -0.30485 -0.45708
22 H 1.99386 -0.12653 -2.05454
23 H 1.70332 0.92389 1.35860
24 H 0.13256 1.94264 0.89059
25 H 1.81255 2.38577 0.60398
26 H -1.02683 -1.25052 2.94600
27 H -2.28624 0.92082 -0.31005

- Net charge: +1
- HOMO-LUMO gap (alpha / beta): 8.5 / 8.5 eV
- Relative energy (zero: lowest compared OMol25 entry of this formula, charge and spin): 70.87 kcal/mol

No. 6
This record from the OMol25 dataset describes the molecule C8H17N3O3. The level of theory is ωB97M-V with the def2-TZVPD basis set.

Cartesian coordinates (Å):
1 N 3.25736 -0.24764 1.77830
2 C 3.51708 -0.52348 0.36890
3 C 2.26729 -1.09080 -0.37502
4 C 1.79295 -0.20774 -1.49172
5 C 0.92671 0.98863 -1.17643
6 C -0.27476 0.69468 -0.29852
7 N -1.20069 -0.20332 -0.94250
8 C -1.55972 -1.52803 -0.43646
9 O -1.79968 -2.36883 -1.24272
10 C -1.68856 -1.71154 1.02667
11 N -2.54967 -1.01644 1.94150
12 C -0.86376 2.12462 0.06364
13 O -0.23701 3.03678 0.45167
14 O -2.18431 2.20946 -0.02906
15 H 4.13620 0.01562 2.15616
16 H 2.44256 0.43949 1.86922
17 H 4.47676 -1.10041 0.41696
18 H 3.79624 0.36184 -0.26345
19 H 1.39904 -1.22964 0.36231
20 H 2.45825 -2.08388 -0.78497
21 H 1.06393 -0.89387 -1.98388
22 H 2.64379 -0.05721 -2.18935
23 H 1.54700 1.75384 -0.71606
24 H 0.56309 1.45318 -2.09531
25 H 0.09510 0.21068 0.68134
26 H -1.44964 -0.00805 -1.93227
27 H -0.64299 -1.89040 1.44869
28 H -2.05538 -2.76466 0.86069
29 H -2.11800 -0.07433 2.27621
30 H -3.30022 -0.75097 1.35688
31 H -2.54018 1.39330 -0.42959

- HOMO-LUMO gap: 9.8 eV
- Relative energy (zero: lowest compared OMol25 entry of this formula, charge and spin): 32.64 kcal/mol
- SMILES: NCCCC[C@H](NC(=O)CN)C(=O)O

No. 7
This record from the OMol25 dataset describes a 2-piece molecular cluster, C8H17NO overall. The level of theory is ωB97M-V with the def2-TZVPD basis set.

Cartesian coordinates (Å):
1 C 3.12305 2.81496 -1.75050
2 C 2.08004 2.08019 -2.13247
3 C 1.47399 0.87880 -1.40863
4 C 1.43998 -0.36819 -2.28568
5 N 0.13137 1.20955 -0.91548
6 H 3.37005 3.72624 -2.27853
7 H 3.76973 2.53159 -0.93917
8 H 1.48189 2.41416 -2.99877
9 H 2.09879 0.66276 -0.52518
10 H 0.80476 -0.17932 -3.13773
11 H 2.44332 -0.60934 -2.63051
12 H 1.05665 -1.22983 -1.73504
13 H 0.15519 1.65716 -0.00690
14 H -0.22881 1.90946 -1.54945
15 C -2.97333 -0.21253 2.47735
16 O -2.05496 -1.28004 2.66501
17 C -1.71104 -1.84790 1.42382
18 C -0.78893 -1.07484 0.57994
19 C -0.32513 -2.31840 1.30065
20 H -2.46929 0.58811 1.91888
21 H -3.85524 -0.56168 1.91425
22 H -3.25364 0.14293 3.47132
23 H -2.53839 -2.42344 0.95370
24 H -0.94577 -1.11456 -0.51271
25 H -0.51112 -0.10136 0.99886
26 H -0.08960 -3.21984 0.74938
27 H 0.31974 -2.13217 2.16902

- HOMO-LUMO gap: 10.2 eV
- Relative energy (zero: lowest compared OMol25 entry of this formula, charge and spin): 82.73 kcal/mol
- SMILES: C=C[C@H](C)N.COC1CC1

No. 8
This record from the OMol25 dataset describes a 2-piece molecular cluster, C8H17NO2P overall. The level of theory is ωB97M-V with the def2-TZVPD basis set.

Cartesian coordinates (Å):
1 C -1.64089 1.29845 -1.74615
2 C -1.68709 0.04641 -1.31646
3 C -3.46951 -0.31861 0.90032
4 C -2.35844 -0.59700 -0.18045
5 C -2.00870 -0.11198 1.12351
6 C 1.30717 2.33859 -0.59932
7 C 2.88664 -2.14995 0.00237
8 C 2.10181 1.10747 -0.32437
9 N -1.11647 0.31022 1.91180
10 O 0.39961 -2.04123 0.97375
11 O 1.23476 0.06442 0.26218
12 P 1.19706 -1.45923 -0.35357
13 H -1.22538 1.65041 -2.68526
14 H -1.97462 2.14306 -1.10550
15 H -1.31114 -0.68942 -2.04531
16 H -4.18077 0.45596 0.74949
17 H -3.92534 -1.31844 1.07997
18 H -2.19168 -1.76201 -0.33217
19 H 0.56951 2.25478 -1.45847
20 H 0.84344 2.58365 0.35056
21 H 1.92825 3.13677 -1.10061
22 H 2.90618 -3.24873 -0.24389
23 H 3.52557 -1.63904 -0.65605
24 H 3.26707 -1.96585 1.11196
25 H 2.81191 1.24091 0.61156
26 H 2.61595 0.64283 -1.13243
27 H 0.91235 -2.38689 1.68725
28 H -0.09940 0.03294 1.59339
29 H -1.31785 0.38150 2.92190

- Net charge: +1
- HOMO-LUMO gap (alpha / beta): 4.2 / 3.5 eV
- ⟨S²⟩: 2.01
- Spin multiplicity: 3

No. 9
This record from the OMol25 dataset describes C8H17NO3SSr as an isolated structure. The level of theory is ωB97M-V with the def2-TZVPD basis set.

Cartesian coordinates (Å):
1 C 3.54104 -0.97084 0.93182
2 C 3.00233 -0.14800 -0.36899
3 C 2.02241 1.02713 0.25132
4 O 1.75325 2.12242 -0.68071
5 C 0.38615 2.04512 -1.17582
6 O -0.57351 2.81206 -0.43751
7 C -1.17587 2.05837 0.62891
8 O -0.57349 2.08243 1.73768
9 N -2.40638 1.24419 0.51252
10 C -2.43587 0.10147 1.50265
11 S -3.51819 -1.29017 0.87937
12 C -2.60195 -2.39986 -0.29448
13 C -1.72179 -1.51374 -1.32925
14 H 4.67721 -0.96377 0.89512
15 H 3.12284 -2.03884 0.94794
16 H 3.19538 -0.46381 1.90999
17 H 2.28966 -0.88094 -0.94588
18 H 3.83862 0.25722 -1.02353
19 H 2.57943 1.48267 1.15266
20 H 1.07511 0.47248 0.63700
21 H 0.40296 2.48906 -2.24290
22 H 0.11535 0.93111 -1.28842
23 H -3.19813 1.86099 0.79576
24 H -2.92486 0.46533 2.48264
25 H -1.41069 -0.33858 1.74206
26 H -1.83509 -3.07674 0.24243
27 H -3.32496 -3.03436 -0.93066
28 H -0.96964 -2.18600 -1.95474
29 H -2.40472 -0.89356 -2.06572
30 H -1.06598 -0.82239 -0.65644
31 Sr 0.13935 -0.43046 -1.85480

- Net charge: +2
- HOMO-LUMO gap: 6.9 eV

No. 10
This record from the OMol25 dataset describes the molecule C8H17NOS. The level of theory is ωB97M-V with the def2-TZVPD basis set.

Cartesian coordinates (Å):
1 C 0.66654 -0.19597 1.14641
2 C -0.78382 -0.86345 1.06489
3 C -1.70771 1.22497 0.07832
4 C 1.76035 -0.75285 0.27847
5 C -1.64191 -0.31511 -0.10212
6 C -2.96344 -0.90433 0.16907
7 C -1.19077 -0.63996 -1.52569
8 C 3.26355 1.37018 -0.79322
9 N -2.04230 1.73264 1.14771
10 O 4.40230 -0.88830 -0.16740
11 S 3.46043 0.04175 0.51740
12 H 0.67602 0.92391 0.98475
13 H 0.93865 -0.27997 2.19347
14 H -0.70276 -1.86042 1.06474
15 H -1.34938 -0.44270 1.84883
16 H -1.48006 1.89732 -0.75644
17 H 2.14305 -1.72512 0.62234
18 H -3.15661 -2.02790 -0.24430
19 H -3.75006 -0.15567 -0.16020
20 H -3.08109 -0.86880 1.30682
21 H -0.58743 0.05066 -2.01125
22 H -1.97546 -0.78093 -2.22413
23 H -0.55081 -1.50873 -1.52944
24 H 3.95891 1.03560 -1.58331
25 H 3.65580 2.37120 -0.43577
26 H 2.25222 1.57420 -1.09122
27 H -1.77886 2.72560 1.01284
28 H 1.56464 -0.73784 -0.81156

- HOMO-LUMO gap: 9.6 eV
- Relative energy (zero: lowest compared OMol25 entry of this formula, charge and spin): 57.83 kcal/mol

No. 11
This record from the OMol25 dataset describes the molecule C8H17NSi. The level of theory is ωB97M-V with the def2-TZVPD basis set.

Cartesian coordinates (Å):
1 C 2.57185 1.48525 -1.39237
2 C -2.35541 1.30433 -0.21493
3 C -0.22515 0.93568 1.02330
4 C -3.44239 -0.99857 -0.35737
5 C 1.57561 -0.97138 2.36347
6 C 1.06755 -1.56523 -0.78553
7 C 2.78337 0.79106 -0.01640
8 C -3.61152 0.48086 0.05334
9 N -1.22339 1.13680 0.34513
10 Si 1.25004 -0.15021 0.61812
11 H 2.21525 0.65477 -2.02692
12 H 3.59110 1.77171 -1.83960
13 H -2.30943 2.14897 -0.89481
14 H -4.13548 -1.69476 0.09168
15 H -3.55705 -0.97510 -1.39528
16 H -2.32047 -1.29994 -0.23916
17 H 2.52157 -1.14344 2.58747
18 H 1.25104 -0.23664 3.17813
19 H 0.96147 -1.78456 2.59290
20 H 0.44092 -2.47667 -0.72298
21 H 0.61250 -0.94908 -1.61764
22 H 2.04276 -1.87803 -1.27617
23 H 3.03411 1.42114 0.80972
24 H 3.65862 0.06111 -0.05314
25 H 1.74537 2.32124 -1.39242
26 H -4.21731 1.17147 -0.54319
27 H -3.92554 0.43918 1.10467

- HOMO-LUMO gap: 8.4 eV
- Relative energy (zero: lowest compared OMol25 entry of this formula, charge and spin): 59.88 kcal/mol

No. 12
This record from the OMol25 dataset describes C8H18 as an isolated structure. The level of theory is ωB97M-V with the def2-TZVPD basis set.

Cartesian coordinates (Å):
1 C 0.72180 -0.00020 -1.45783
2 C -0.75266 0.04616 0.82313
3 C 1.32388 -1.38692 -1.46913
4 C 1.71544 1.09102 -1.13728
5 C -0.65046 0.14029 -1.00185
6 C -1.03721 1.47463 1.27460
7 C 0.41846 -0.50873 1.61922
8 C -1.98064 -0.82049 1.09204
9 H -1.29939 1.49937 2.33786
10 H 0.65522 -1.53788 1.35119
11 H -1.79207 -1.85513 0.80371
12 H -2.25137 -0.80599 2.15297
13 H 2.07676 -1.44257 -2.25576
14 H 1.83484 -1.60959 -0.53454
15 H 0.56978 -2.14670 -1.66278
16 H 1.23566 2.06340 -1.05019
17 H 2.44792 1.14721 -1.94332
18 H 2.27004 0.86809 -0.22760
19 H -1.09687 1.09553 -1.26450
20 H -1.28025 -0.67370 -1.35132
21 H 0.30381 0.23172 -2.73160
22 H -0.17298 2.11806 1.11729
23 H -1.88042 1.90115 0.73030
24 H 0.17027 -0.54614 2.68661
25 H 1.30130 0.12529 1.56126
26 H -2.85084 -0.46787 0.53755

- HOMO-LUMO gap: 9.6 eV
- Relative energy (zero: lowest compared OMol25 entry of this formula, charge and spin): 38.56 kcal/mol

no.,energy (eV)
1,-63579.2399
2,-18152.6468
3,-19647.4636
4,-22615.6242
5,-11543.1215
6,-19183.5945
7,-12106.7824
8,-23431.8303
9,-27849.6787
10,-22941.6316
11,-17936.4479
12,-8586.6025